Record 1
Computed, not measured: a gas-phase ion, C4H12NS (charge +1) at a distorted geometry, with ωB97M-V with the def2-TZVPD basis set.

Results
Electronic energy = -16661.123 eV
ΔE to the lowest compared entry with this formula, charge and spin = 12.4 kcal/mol
Orbital gap = 0.3321 Eh
Spin multiplicity = 1
HOMO energy = -12.66 eV
Total charge = +1

Atoms and positions in Å:
C: 1.251287 0.383374 -1.768201
C: 0.512898 -0.353481 -0.664204
C: -0.752543 0.424437 -0.230806
C: -1.581404 -0.132141 0.924369
S: -2.142895 1.092509 2.098654
N: 1.383343 -0.574708 0.558901
H: 1.416058 1.429966 -1.521967
H: 2.227370 -0.081253 -1.931055
H: 0.719411 0.271436 -2.706892
H: 0.134495 -1.329277 -0.967029
H: -1.352414 0.618022 -1.123304
H: -0.427170 1.456633 -0.022878
H: -2.267509 -0.859322 0.479515
H: -0.910190 -0.779656 1.489965
H: -2.903015 0.237580 2.790063
H: 1.448924 0.335371 1.035458
H: 0.917805 -1.226142 1.180171
H: 2.325553 -0.913343 0.379242

Atoms 1-6, force components in eV/Å:
0.6 -0.8 0.4
-1.6 0.2 -0.2
0.5 1.6 -0.1
1.3 -1.6 -0.7
-0.5 0.3 -0.2
-0.2 0.9 -0.1

Here are the Löwdin charges for atoms 1 to 5, given in e: atom 1 (C): -0.03, atom 2 (C): -0.34, atom 3 (C): -0.24, atom 4 (C): -0.60, atom 5 (S): 0.76

---

Record 2
Computed, not measured: a single C4H6O2 molecule at a distorted geometry, with ωB97M-V with the def2-TZVPD basis set.

Results
Electronic energy = -8338.158 eV
ΔE to the lowest compared entry with this formula, charge and spin = 53.1 kcal/mol
Orbital gap = 0.3944 Eh
Spin multiplicity = 1
HOMO energy = -9.78 eV
Total charge = 0

Atoms and positions in Å:
C: 1.204433 -0.645543 -0.772620
C: 0.735877 -0.090604 0.551254
O: 1.398024 0.583570 1.308742
C: -0.711140 -0.185671 0.848614
C: -1.280512 0.828603 -0.024924
O: -1.552948 -0.692031 -0.123350
H: 0.516337 -0.493018 -1.615226
H: 2.178386 -0.220235 -1.009129
H: 1.274860 -1.727284 -0.637937
H: -1.058662 -0.194092 1.876596
H: -0.666807 1.347476 -0.791063
H: -2.037848 1.488828 0.389043

Atoms 1-6, force components in eV/Å:
0.3 -0.1 0.1
0.5 0.2 0.2
0.4 -0.5 -0.2
0.4 0.6 0.5
-0.9 -0.6 -0.4
-0.3 2.3 -0.8

Here are the Löwdin charges for atoms 1 to 5, given in e: atom 1 (C): 0.00, atom 2 (C): -0.43, atom 3 (O): 0.09, atom 4 (C): -0.32, atom 5 (C): -0.01

---

Record 3
Computed, not measured: 6 unconnected molecules or ions with the total composition C20H56N5O6 at a distorted geometry, with ωB97M-V with the def2-TZVPD basis set.

Results
Electronic energy = -41372.537 eV
ΔE to the lowest compared entry with this formula, charge and spin = 6.8 kcal/mol
Orbital gap = 0.3012 Eh
Spin multiplicity = 1
HOMO energy = -5.38 eV
Total charge = -1

Atoms and positions in Å:
O: 0.713587 -0.058271 -0.156033
H: 0.209711 -0.517545 0.256856
C: -2.444417 -1.820252 -3.690727
C: -1.890616 -1.284448 -2.365922
C: -1.765110 -2.317064 -1.339066
O: -2.983525 -2.924182 -1.046588
C: -2.858244 -3.929500 -0.046635
N: -0.570653 -0.680302 -2.729246
H: -1.871629 -2.360978 -4.369370
H: -2.696101 -0.881665 -4.385702
H: -3.275989 -2.622453 -3.509772
H: -2.598376 -0.488328 -2.096638
H: -1.508723 -1.990041 -0.322724
H: -1.241479 -3.209820 -1.565479
H: -2.078219 -4.827642 -0.253481
H: -3.771141 -4.316125 0.061715
H: -2.719279 -3.462734 0.879237
H: -0.083436 -1.570704 -2.702472
H: -0.140237 -0.111726 -1.937049
C: 3.541939 -3.437327 -2.271721
C: 2.406261 -2.578447 -1.631868
C: 1.811974 -3.324823 -0.372119
O: 1.101976 -4.455113 -0.726849
C: 0.732527 -5.278738 0.344991
N: 2.904434 -1.162299 -1.205547
H: 3.901801 -2.807571 -3.009585
H: 3.213645 -4.438961 -2.479838
H: 4.347545 -3.324820 -1.507590
H: 1.648141 -2.236415 -2.410071
H: 1.220186 -2.648701 0.287951
H: 2.806217 -3.551714 0.138681
H: 1.661067 -5.676121 0.848010
H: 0.186029 -6.058942 -0.151139
H: 0.104574 -4.603049 0.885940
H: 1.925293 -0.752579 -0.797505
H: 3.409224 -1.528369 -0.273541
C: 0.297055 -2.082441 4.261885
C: 0.118192 -1.587951 2.857974
C: -1.234783 -0.864959 2.539800
O: -2.374397 -1.645737 2.731275
C: -3.656195 -0.939373 2.726193
N: 1.237572 -0.878674 2.451976
H: 1.136725 -2.459042 4.631879
H: -0.443787 -2.873936 4.504576
H: 0.113431 -1.276050 5.097676
H: 0.036735 -2.484199 2.264522
H: -1.486580 -0.497145 1.590204
H: -1.207025 -0.033618 3.215035
H: -4.470581 -1.659636 2.763480
H: -3.864304 -0.406733 1.785468
H: -3.617519 -0.196448 3.685673
H: 1.284163 0.093916 2.858861
H: 1.193323 -0.667107 1.457558
C: 3.360589 3.836520 -2.190582
C: 2.859071 2.737497 -1.199519
C: 2.677855 3.337119 0.233869
O: 3.871575 3.966872 0.640924
C: 4.042824 4.214092 2.014092
N: 1.613164 2.169664 -1.667347
H: 4.229795 4.212669 -1.841736
H: 2.527153 4.547964 -2.191947
H: 3.267150 3.269714 -3.339186
H: 3.619151 1.939184 -1.076155
H: 2.347854 2.571190 0.919325
H: 1.824795 3.975714 0.288734
H: 5.024979 4.572115 2.283943
H: 3.699676 3.350298 2.738223
H: 3.586975 5.270261 2.277365
H: 2.242243 1.681555 -2.303366
H: 1.399863 1.450675 -1.026676
C: -2.622457 2.683035 1.557604
C: -1.756233 2.679591 0.324443
C: -1.967942 3.822148 -0.592182
O: -3.407585 3.948381 -0.882847
C: -3.673309 5.303493 -1.333741
N: -0.381620 2.578402 0.713546
H: -2.515448 3.744001 1.751276
H: -2.260909 2.002572 2.419946
H: -3.591357 2.380635 1.370364
H: -2.051515 1.607743 -0.214350
H: -1.444541 3.699284 -1.603284
H: -1.881756 4.672184 0.012587
H: -3.226298 6.055348 -0.493094
H: -4.695886 5.324828 -1.521561
H: -3.052597 5.326261 -2.322332
H: -0.117780 1.777791 0.701524
H: 0.041541 2.988105 -0.221000

Atoms 1-6, force components in eV/Å:
9.4 9.0 -7.7
-10.1 -8.8 7.4
-3.3 0.9 -0.4
0.3 1.7 -2.3
-0.7 -0.9 2.6
-2.6 -1.4 0.1

Here are the Löwdin charges for atoms 1 to 5, given in e: atom 1 (O): -0.28, atom 2 (H): -0.24, atom 3 (C): -0.09, atom 4 (C): -0.43, atom 5 (C): -0.23

---

Record 4
Computed, not measured: a single C10H10FNO molecule at a distorted geometry, with ωB97M-V with the def2-TZVPD basis set.

Results
Electronic energy = -16786.042 eV
ΔE to the lowest compared entry with this formula, charge and spin = 12.1 kcal/mol
Orbital gap = 0.3683 Eh
Spin multiplicity = 1
HOMO energy = -9.23 eV
Total charge = 0

Atoms and positions in Å:
C: -2.581459 0.817106 -0.449075
C: -2.274066 0.072509 -1.532494
C: -1.858059 0.726684 0.671272
C: -1.137707 -0.648405 -1.610029
C: -0.585657 0.058443 0.646559
C: -0.194065 -0.549307 -0.563377
C: 1.967268 -1.485533 0.556068
C: 0.404460 -0.066759 1.853110
C: 1.838577 -0.363494 1.467027
C: 1.138327 -1.199283 -0.732876
N: 1.906536 -0.242194 -1.561458
O: 2.682441 -2.396872 0.641028
F: 0.983348 -2.423563 -1.331323
H: -3.436747 1.557359 -0.343979
H: -2.978961 0.207208 -2.419978
H: -2.402482 1.084186 1.512546
H: -1.046004 -1.395648 -2.393022
H: 0.150755 0.736747 2.504807
H: 0.167363 -0.940457 2.418212
H: 2.616139 -0.445669 2.329399
H: 2.192578 0.532959 0.851093
H: 2.768885 -0.730098 -1.526844
H: 1.659111 -0.143463 -2.572800

Atoms 1-6, force components in eV/Å:
-2.3 2.2 0.5
-2.3 1.1 -3.4
2.6 -1.2 1.3
1.2 -1.0 0.4
0.4 -0.2 -0.1
-1.9 -0.3 1.0

Here are the Löwdin charges for atoms 1 to 5, given in e: atom 1 (C): -0.14, atom 2 (C): -0.12, atom 3 (C): -0.05, atom 4 (C): -0.03, atom 5 (C): -0.08

---

Record 5
Computed, not measured: a molecular structure, C3H5N3O, with ωB97M-V with the def2-TZVPD basis set.

Results
Electronic energy = -9704.475 eV
ΔE to the lowest compared entry with this formula, charge and spin = 140.9 kcal/mol
Orbital gap = 0.2842 Eh
Spin multiplicity = 1
HOMO energy = -7.16 eV
Total charge = 0

Atoms and positions in Å:
N: -1.991321 0.270366 -1.295257
C: -0.816351 0.194714 -0.512706
C: -0.081301 1.011173 0.252068
N: 1.047325 0.357980 0.819966
C: 1.245849 -0.931430 0.585482
O: 2.354783 -1.321820 1.258675
N: -0.808574 -1.043298 -0.934563
H: -1.953855 0.664844 -2.224415
H: -2.894571 0.110339 -0.870899
H: -0.254297 2.058927 0.434224
H: 1.677016 0.887610 1.417213
H: 2.475297 -2.259404 1.070211

Atoms 1-6, force components in eV/Å:
-0.2 0.0 -0.1
0.2 -0.1 0.0
0.0 0.0 0.0
0.0 -0.3 -0.1
0.1 0.5 0.2
-0.1 -0.2 -0.2

Here are the Löwdin charges for atoms 1 to 5, given in e: atom 1 (N): 0.12, atom 2 (C): -0.59, atom 3 (C): -0.11, atom 4 (N): -0.01, atom 5 (C): -0.17

---

Record 6
Computed, not measured: a single C5H13NS molecule at a distorted geometry, with ωB97M-V with the def2-TZVPD basis set.

Results
Electronic energy = -17720.427 eV
ΔE to the lowest compared entry with this formula, charge and spin = 19.0 kcal/mol
Orbital gap = 0.3457 Eh
Spin multiplicity = 1
HOMO energy = -8.36 eV
Total charge = 0

Atoms and positions in Å:
C: 1.210060 0.696200 -0.366754
N: -0.005835 0.131176 -0.957405
C: -0.725359 -0.945188 -0.290849
C: -1.761524 -1.510694 -1.265543
S: -1.159236 -2.850492 -2.354169
C: 0.894342 1.825758 0.639550
C: 0.921562 1.259231 2.082464
H: 1.756248 -0.163473 0.025506
H: 1.849850 0.995794 -1.210972
H: -0.604473 0.857561 -1.319655
H: -1.086150 -0.602438 0.696700
H: 0.003451 -1.719734 -0.040582
H: -2.643151 -1.840304 -0.707464
H: -2.136156 -0.644291 -1.814127
H: -0.960431 -3.772612 -1.386463
H: -0.079502 2.259503 0.424456
H: 1.592037 2.659423 0.582630
H: 0.189292 0.496058 2.332401
H: 1.886177 0.756038 2.166965
H: 0.858804 2.112488 2.763309

Atoms 1-6, force components in eV/Å:
-0.8 -0.1 -1.0
0.5 -0.3 -0.6
1.0 0.5 0.1
-0.5 0.2 1.3
-0.1 0.4 0.2
0.2 -1.1 0.6

Here are the Löwdin charges for atoms 1 to 5, given in e: atom 1 (C): -0.23, atom 2 (N): -0.11, atom 3 (C): -0.32, atom 4 (C): -0.56, atom 5 (S): 0.68

---

Look up the electronic energy of the fourth one.
-16786.042 eV

---

Copy entry 4 word for word.
Computed, not measured: a single C10H10FNO molecule at a distorted geometry, with ωB97M-V with the def2-TZVPD basis set.

Results
Electronic energy = -16786.042 eV
ΔE to the lowest compared entry with this formula, charge and spin = 12.1 kcal/mol
Orbital gap = 0.3683 Eh
Spin multiplicity = 1
HOMO energy = -9.23 eV
Total charge = 0

Atoms and positions in Å:
C: -2.581459 0.817106 -0.449075
C: -2.274066 0.072509 -1.532494
C: -1.858059 0.726684 0.671272
C: -1.137707 -0.648405 -1.610029
C: -0.585657 0.058443 0.646559
C: -0.194065 -0.549307 -0.563377
C: 1.967268 -1.485533 0.556068
C: 0.404460 -0.066759 1.853110
C: 1.838577 -0.363494 1.467027
C: 1.138327 -1.199283 -0.732876
N: 1.906536 -0.242194 -1.561458
O: 2.682441 -2.396872 0.641028
F: 0.983348 -2.423563 -1.331323
H: -3.436747 1.557359 -0.343979
H: -2.978961 0.207208 -2.419978
H: -2.402482 1.084186 1.512546
H: -1.046004 -1.395648 -2.393022
H: 0.150755 0.736747 2.504807
H: 0.167363 -0.940457 2.418212
H: 2.616139 -0.445669 2.329399
H: 2.192578 0.532959 0.851093
H: 2.768885 -0.730098 -1.526844
H: 1.659111 -0.143463 -2.572800

Atoms 1-6, force components in eV/Å:
-2.3 2.2 0.5
-2.3 1.1 -3.4
2.6 -1.2 1.3
1.2 -1.0 0.4
0.4 -0.2 -0.1
-1.9 -0.3 1.0

Here are the Löwdin charges for atoms 1 to 5, given in e: atom 1 (C): -0.14, atom 2 (C): -0.12, atom 3 (C): -0.05, atom 4 (C): -0.03, atom 5 (C): -0.08

---

Please write out number 5 again, unchanged.
Computed, not measured: a molecular structure, C3H5N3O, with ωB97M-V with the def2-TZVPD basis set.

Results
Electronic energy = -9704.475 eV
ΔE to the lowest compared entry with this formula, charge and spin = 140.9 kcal/mol
Orbital gap = 0.2842 Eh
Spin multiplicity = 1
HOMO energy = -7.16 eV
Total charge = 0

Atoms and positions in Å:
N: -1.991321 0.270366 -1.295257
C: -0.816351 0.194714 -0.512706
C: -0.081301 1.011173 0.252068
N: 1.047325 0.357980 0.819966
C: 1.245849 -0.931430 0.585482
O: 2.354783 -1.321820 1.258675
N: -0.808574 -1.043298 -0.934563
H: -1.953855 0.664844 -2.224415
H: -2.894571 0.110339 -0.870899
H: -0.254297 2.058927 0.434224
H: 1.677016 0.887610 1.417213
H: 2.475297 -2.259404 1.070211

Atoms 1-6, force components in eV/Å:
-0.2 0.0 -0.1
0.2 -0.1 0.0
0.0 0.0 0.0
0.0 -0.3 -0.1
0.1 0.5 0.2
-0.1 -0.2 -0.2

Here are the Löwdin charges for atoms 1 to 5, given in e: atom 1 (N): 0.12, atom 2 (C): -0.59, atom 3 (C): -0.11, atom 4 (N): -0.01, atom 5 (C): -0.17

---

Which value of spin multiplicity does entry 3 give?
1